No. 1
A 2-piece molecular cluster, C7H11N2O2 overall at a distorted geometry. Source: the Open Molecules 2025 dataset; level of theory: the ωB97M-V functional and the def2-TZVPD basis.

Last column: Mulliken charge in e.
CARTESIAN COORDINATES (ANGSTROEM)
H1 1.68963 2.18127 0.52376  0.314
H2 0.13336 -1.28254 4.03938  0.241
H3 0.18072 2.68852 1.21573  0.334
H4 -0.48420 0.95864 -0.21213  -0.262
C1 -0.19680 -1.51997 1.84063  0.743
C2 -0.18810 1.89671 -0.66489  0.515
C3 0.46147 -1.31602 0.65000  -0.540
H5 -1.07603 2.41005 -1.03376  0.288
N1 -0.49715 -1.28853 -0.35008  -0.570
O1 0.09419 0.30160 -2.39520  -0.550
H6 0.98009 3.65806 -0.09675  0.336
C4 0.38074 -1.90653 3.16983  -1.029
H7 -2.52944 -1.73109 -0.30377  0.426
O2 1.29555 2.12857 -2.66252  -0.606
C5 0.53021 1.50584 -1.98020  0.385
H8 -0.01088 -0.49879 -1.81182  0.557
C6 0.74648 2.65196 0.27078  -1.298
H9 1.46053 -1.87305 3.12206  0.295
N2 -1.54714 -1.72559 1.62115  -0.801
H10 -0.03513 -2.90118 3.30752  0.238
H11 1.48990 -1.53251 0.39796  0.315
C7 -1.64217 -1.57160 0.30066  -0.330

Values from the calculation:
- Strongest force on any atom: 2.5 eV/Å
- Total charge: -1
- M: 155.2 g/mol
- ΔE to the lowest compared entry with this formula, charge and spin: 0.8501 eV
- HOMO: -3.9 eV
- LUMO energy: 3.80 eV



No. 2
An isolated ion of composition C7H11N2S and charge +1 at a distorted geometry. Source: the Open Molecules 2025 dataset; level of theory: the ωB97M-V functional and the def2-TZVPD basis.

Last column: Mulliken charge in e.
CARTESIAN COORDINATES (ANGSTROEM)
C1 2.55255 1.27441 0.78795  -1.288
H1 -4.63846 0.65478 -0.81639  0.245
H2 -4.96515 -1.17149 -0.99075  0.315
C2 2.01495 -0.50120 -0.93389  -0.637
H3 2.58918 -0.11392 -1.74701  0.445
H4 2.25535 -2.61171 -1.02613  0.446
N1 -3.24004 -0.54150 -0.06157  -0.054
C3 1.78199 -1.75359 -0.53745  -0.314
H5 2.62461 0.76806 1.75368  0.347
H6 2.49334 2.41721 0.95749  0.312
H7 0.99529 1.33041 -0.78005  0.409
N2 -0.92826 0.01033 -0.10522  -0.119
S1 0.81009 -1.78061 0.95473  -0.112
H8 0.11559 0.30246 1.73464  0.421
C4 0.30602 -0.05513 0.66912  -0.393
C5 1.43721 0.63498 -0.10340  0.098
H9 -2.39729 0.40997 1.41430  0.333
C6 -2.21077 0.02402 0.37085  0.004
C7 -4.34901 -0.40606 -0.65958  -0.133
H10 3.48976 1.13111 0.25030  0.367
H11 -0.73695 -0.02252 -1.13163  0.308

Values from the calculation:
- Strongest force on any atom: 5.5 eV/Å
- Total charge: +1
- M: 155.2 g/mol
- ΔE to the lowest compared entry with this formula, charge and spin: 2.3273 eV
- HOMO: -11.8 eV
- LUMO energy: -4.90 eV
- SMILES string: C=N/C=[NH+]/[C@H]1SC=C[C@@H]1C



No. 3
A 2-piece molecular cluster, C7H11N2S2 overall at a distorted geometry. Source: the Open Molecules 2025 dataset; level of theory: the ωB97M-V functional and the def2-TZVPD basis.

Last column: Mulliken charge in e.
CARTESIAN COORDINATES (ANGSTROEM)
C1 0.65048 -2.54481 -1.51348  -0.491
C2 0.17539 -0.66087 0.24514  0.164
H1 -0.81856 1.70069 -0.88086  0.368
H2 0.91592 -3.30535 -2.17617  0.405
H3 -2.10998 0.54965 -1.12037  0.387
H4 0.85990 1.56735 3.81957  0.209
H5 -1.03632 0.95560 -2.37519  0.418
C3 -0.05539 1.36344 1.46092  0.123
H6 1.72484 -3.67220 0.01373  0.387
C4 0.88288 -1.71649 0.68600  -0.398
H7 0.91639 2.34552 -0.19137  0.330
S1 -1.60339 1.26900 2.19636  -0.131
H8 -0.32344 3.23287 0.48348  0.307
H9 1.04583 -1.75903 1.80232  0.333
S2 1.36998 1.26415 2.49289  -0.199
N1 0.01445 2.18950 0.30452  -0.664
C5 -0.41551 -0.42624 -0.97902  0.229
H10 -0.28693 -1.46973 -2.98178  0.368
H11 -1.82479 2.52026 2.26543  0.135
C6 1.21639 -2.73394 -0.23155  -0.513
C7 -0.12732 -1.43615 -1.94781  -0.677
N2 -1.17083 0.76679 -1.37275  -0.089

Values from the calculation:
- Strongest force on any atom: 5.1 eV/Å
- Total charge: +1
- M: 187.3 g/mol
- ΔE to the lowest compared entry with this formula, charge and spin: 3.7331 eV
- HOMO (spin up / spin down): -12.0 / -11.9 eV
- LUMO energy (spin up / spin down): -3.83 / -3.83 eV



No. 4
A 2-piece molecular cluster, C7H11N3O overall at a distorted geometry. Source: the Open Molecules 2025 dataset; level of theory: the ωB97M-V functional and the def2-TZVPD basis.

Last column: Mulliken charge in e.
CARTESIAN COORDINATES (ANGSTROEM)
H1 -0.57657 0.67721 2.83444  0.114
O1 1.71338 1.93061 0.68906  -0.552
H2 2.37181 -0.53560 -1.93228  0.181
C1 -1.17125 -1.72921 -0.30084  -0.662
H3 -1.84448 0.06095 0.74317  0.485
H4 -0.17853 -2.16320 -2.09870  0.326
N1 0.17117 0.10069 0.28765  0.272
C2 0.26625 1.32447 2.27105  -1.103
H5 -1.90802 -1.28363 -0.98804  0.237
C3 -0.95056 -0.62583 0.72470  -1.021
C4 0.70756 1.15464 1.00922  0.789
H6 -1.56661 -2.59361 0.12746  0.405
N2 1.94162 -0.06241 -1.22993  -0.752
C5 0.11819 -1.87100 -1.07626  -0.555
H7 0.61071 2.14916 2.79314  0.356
C6 -1.80520 1.72322 -0.96579  -0.276
H8 0.04614 2.35239 -1.78632  0.315
H9 -0.93834 -1.00871 1.81472  0.374
H10 0.70623 -2.66657 -0.64875  0.292
C7 0.80487 -0.56787 -0.77806  0.447
N3 -0.81187 2.10783 -1.42550  -0.050
H11 2.29348 1.52646 -0.06414  0.376

Values from the calculation:
- Strongest force on any atom: 4.9 eV/Å
- M: 153.2 g/mol
- ΔE to the lowest compared entry with this formula, charge and spin: 3.3680 eV
- HOMO: -7.8 eV
- LUMO energy: 0.85 eV



No. 5
An isolated ion of composition C7H11N3O and charge +2 at a distorted geometry. Source: the Open Molecules 2025 dataset; level of theory: the ωB97M-V functional and the def2-TZVPD basis.

Last column: Mulliken charge in e.
CARTESIAN COORDINATES (ANGSTROEM)
N1 0.42931 -0.27516 2.02220  -0.136
H1 -1.57903 -0.04542 0.98464  0.418
H2 -0.17038 -0.66704 2.74340  0.380
H3 1.10450 -2.32528 0.48062  0.449
C1 -0.51849 -0.03108 0.78440  -0.260
H4 1.07348 -1.00154 1.73305  0.303
C2 0.15012 -2.43261 -0.08548  -1.315
H5 -0.70033 0.51781 -3.87509  0.382
N2 -0.25745 -0.55523 -1.65102  -0.393
C3 -0.38985 0.76478 -1.81716  0.565
H6 1.92422 1.01321 2.97094  0.392
C4 0.18633 1.31810 0.31536  0.717
H7 -1.93333 1.13407 -3.08896  0.355
N3 0.16986 1.61893 -0.90827  -0.325
C5 -0.25083 -1.01352 -0.44436  0.657
C6 -0.87518 1.30973 -3.01110  -1.083
H8 0.31532 -2.92005 -1.11145  0.358
C7 1.00032 1.04753 2.39852  -0.321
H9 -0.50947 -2.99839 0.51244  0.405
H10 0.31086 1.57763 3.03000  0.356
O1 1.09729 1.66376 1.19880  -0.271
H11 -0.57728 2.29977 -3.18147  0.368

Values from the calculation:
- Strongest force on any atom: 4.0 eV/Å
- Total charge: +2
- M: 153.2 g/mol
- ΔE to the lowest compared entry with this formula, charge and spin: 0.2687 eV
- HOMO: -19.2 eV
- LUMO energy: -10.30 eV
- SMILES string: CC1=[N+]=C(C)[C@H]2[NH2+]COC2=N1



No. 6
A 3-piece molecular cluster, C7H11N3O2 overall at a distorted geometry. Source: the Open Molecules 2025 dataset; level of theory: the ωB97M-V functional and the def2-TZVPD basis.

Last column: Mulliken charge in e.
CARTESIAN COORDINATES (ANGSTROEM)
H1 -0.02690 2.46320 0.58588  0.144
H2 1.52838 3.27973 1.00064  0.290
O1 -3.70198 -0.54825 1.77589  -0.365
H3 1.55224 -3.33479 -0.33396  0.296
H4 1.84815 1.19774 2.16363  0.131
C1 0.97458 -2.38391 -0.16618  -0.773
H5 -0.91449 1.02418 -2.06383  0.289
H6 0.15633 -2.93824 -1.95786  0.235
C2 2.29261 1.30144 1.11758  -0.342
C3 -0.55436 -1.12055 -1.83007  -0.085
H7 0.16779 0.25876 2.27319  0.408
N1 2.09473 2.55057 0.62380  -0.354
O2 -3.63997 0.31487 -0.33869  -0.363
C4 -0.50446 0.20382 -1.42256  -0.804
H8 0.18076 -2.74604 0.50280  0.285
H9 2.50963 2.60134 -0.38991  0.266
C5 -0.18135 0.58929 1.31798  -0.356
H10 1.58514 -1.60408 0.17924  0.303
C6 -3.61333 -0.12449 0.72719  0.728
N2 0.37020 -2.07635 -1.49220  -0.213
H11 -0.90924 -1.20660 -2.86249  0.301
N3 -0.85590 1.74736 0.58700  -0.585
C7 -0.35856 0.55101 0.00293  0.566

Values from the calculation:
- Strongest force on any atom: 4.3 eV/Å
- M: 169.2 g/mol
- ΔE to the lowest compared entry with this formula, charge and spin: 7.4420 eV
- HOMO (spin up / spin down): -7.2 / -7.2 eV
- LUMO energy (spin up / spin down): 0.35 / 0.35 eV



No. 7
A 2-piece molecular cluster, C7H11N3O3 overall at a distorted geometry. Source: the Open Molecules 2025 dataset; level of theory: the ωB97M-V functional and the def2-TZVPD basis.

Last column: Mulliken charge in e.
CARTESIAN COORDINATES (ANGSTROEM)
C1 -2.11848 -0.26221 1.39357  -0.431
O1 -3.09114 -1.80072 -1.77954  -0.606
C2 -2.53321 -1.26601 0.62741  -0.266
H1 0.57555 0.10612 1.53554  0.204
O2 2.46586 0.71670 -1.44300  -0.547
C3 2.89660 0.15064 -0.50756  0.481
H2 -2.82703 -2.32896 1.02269  0.277
H3 2.65310 -1.39398 0.83640  0.305
C4 -2.82513 -1.03557 -0.85786  0.556
N1 -2.90393 0.36394 -1.11803  -0.040
O3 -2.94238 2.62423 -0.56737  -0.656
H4 0.45236 0.51895 -0.35376  0.294
C5 0.70572 -0.22468 0.50546  -0.631
H5 -3.23297 0.49372 -2.05487  0.211
N2 -1.96198 1.06876 0.84234  -0.038
H6 0.03988 -1.10113 0.17857  0.228
H7 4.77186 -0.61126 0.10860  0.372
H8 4.85908 0.07432 -1.61198  0.255
C6 4.47668 0.15679 -0.51747  -0.931
H9 -2.06432 -0.41248 2.47554  0.351
H10 -1.63174 1.93289 1.25431  0.216
C7 -2.61106 1.42764 -0.36984  0.423
N3 2.23534 -0.43541 0.51330  -0.238
H11 4.61133 1.23771 -0.11245  0.210

Values from the calculation:
- Strongest force on any atom: 4.7 eV/Å
- M: 185.2 g/mol
- ΔE to the lowest compared entry with this formula, charge and spin: 1.7088 eV
- HOMO: -9.4 eV
- LUMO energy: 0.20 eV
- SMILES string: O=c1cc[nH]c(=O)[nH]1.CNC(C)=O



No. 8
An isolated ion of composition C7H11N4O and charge +1 at a distorted geometry. Source: the Open Molecules 2025 dataset; level of theory: the ωB97M-V functional and the def2-TZVPD basis.

Last column: Mulliken charge in e.
CARTESIAN COORDINATES (ANGSTROEM)
H1 -1.43383 -1.60345 -1.57267  0.351
H2 2.03823 1.93272 0.95679  0.369
H3 -1.52934 2.14036 1.62090  0.462
H4 -1.97593 -1.50272 0.14478  0.285
H5 0.81923 3.27363 0.95696  0.382
C1 1.67025 -1.56603 -0.80124  -0.331
H6 -0.76291 -3.40023 -1.11020  0.325
H7 -0.45156 -3.14584 0.73789  0.312
N1 1.09485 -2.66143 -0.53032  -0.454
H8 -1.75842 1.41035 -0.58767  0.301
C2 -0.77279 1.01806 -0.17112  -0.439
N2 0.46235 1.84092 -0.43239  0.333
C3 0.94202 -0.30412 -0.66816  0.899
N3 -0.34832 -0.30219 -0.36356  0.226
H9 -1.45311 0.39213 1.66310  0.373
C4 -1.13520 -1.46899 -0.58768  -0.468
N4 1.43991 0.84815 -0.94311  -0.912
C5 0.96412 2.19869 0.92333  -0.417
C6 -0.32591 -2.75275 -0.34959  -0.473
H10 2.78225 -1.61291 -0.93270  0.424
O1 0.35125 1.33949 1.82334  -0.335
H11 0.37781 2.61163 -1.13008  0.413
C7 -0.99497 1.31454 1.35339  -0.624

Values from the calculation:
- Strongest force on any atom: 4.6 eV/Å
- Total charge: +1
- M: 167.2 g/mol
- ΔE to the lowest compared entry with this formula, charge and spin: 3.7775 eV
- HOMO: -13.6 eV
- LUMO energy: -3.75 eV
- SMILES string: C1=NCCN2C1=N[N@@H+]1COC[C@H]21



No. 9
The molecule C7H11NO at a distorted geometry. Source: the Open Molecules 2025 dataset; level of theory: the ωB97M-V functional and the def2-TZVPD basis.

Last column: Mulliken charge in e.
CARTESIAN COORDINATES (ANGSTROEM)
C1 2.09330 -1.69128 -1.91521  -0.862
C2 -2.33348 -0.86336 -0.44987  -0.847
C3 2.51474 -0.69249 -1.10411  -0.393
H1 -3.28962 1.55903 0.91351  0.253
H2 2.80378 -2.34345 -2.39218  0.337
O1 0.34170 -0.40770 -0.21787  -0.090
H3 -1.79318 1.28590 1.92129  0.353
C4 1.58286 0.04890 -0.36170  0.882
C5 1.90564 1.24892 0.52985  -1.021
H4 -3.38866 -0.81602 -0.64938  0.271
H5 1.39565 1.13935 1.53288  0.294
H6 1.38182 2.00761 -0.00419  0.327
H7 -3.16831 0.22308 2.03452  0.271
H8 -1.73680 -1.48669 -1.09789  0.295
N1 -0.55345 0.40873 0.46240  -0.463
C6 -1.88969 0.08346 0.37220  0.624
C7 -2.58378 0.86127 1.36171  -1.067
H9 3.02625 1.30715 0.57680  0.327
H10 1.11261 -2.11453 -1.68695  0.243
H11 3.54107 -0.32145 -1.20811  0.265

Values from the calculation:
- Strongest force on any atom: 3.8 eV/Å
- M: 125.2 g/mol
- ΔE to the lowest compared entry with this formula, charge and spin: 5.6373 eV
- HOMO (spin up / spin down): -6.9 / -8.2 eV
- LUMO energy (spin up / spin down): -0.79 / 0.14 eV



No. 10
A 2-piece molecular cluster, C7H11NO overall. Source: the Open Molecules 2025 dataset; level of theory: the ωB97M-V functional and the def2-TZVPD basis.

Last column: Mulliken charge in e.
CARTESIAN COORDINATES (ANGSTROEM)
C1 0.99465 -2.23569 -1.27551  -0.651
H1 -2.97216 2.88355 0.95625  0.273
C2 -2.46129 0.83619 1.45910  -0.908
H2 -1.57607 0.17847 1.47908  0.254
H3 2.94933 -3.17440 -1.17278  0.351
C3 2.16956 0.02708 -0.32177  -0.238
H4 0.47293 -3.12139 -1.66145  0.328
H5 4.03291 -1.07251 -0.28843  0.333
H6 -2.88594 0.88552 2.47587  0.332
O1 -1.58751 2.22800 -0.36128  -0.523
H7 -0.78630 1.66404 -0.38196  0.356
H8 -3.21348 0.39332 0.78479  0.238
C4 -2.08200 2.22586 0.97890  -0.221
H9 2.61378 0.95509 0.06171  0.368
C5 0.28981 -1.05477 -1.04674  0.024
C6 2.95960 -1.10480 -0.51766  -0.523
C7 2.36027 -2.26303 -1.00544  -0.088
H10 -1.34308 2.68308 1.66475  0.247
H11 -0.78790 -1.00268 -1.25024  0.359
N1 0.85291 0.06907 -0.57722  -0.311

Values from the calculation:
- Strongest force on any atom: 0.7 eV/Å
- M: 125.2 g/mol
- ΔE to the lowest compared entry with this formula, charge and spin: 0.6551 eV
- HOMO: -9.8 eV
- LUMO energy: 0.79 eV
- SMILES string: c1ccncc1.CCO



Among the records above, which one has the highest ΔE to the lowest compared entry with this formula, charge and spin? C7H11N3O2



What is the ΔE to the lowest compared entry with this formula, charge and spin in the sixth record? 7.4420 eV



What is the M in the ninth record? 125.2 g/mol